(1)
Entry from OMol25: a cluster of 2 separate species, C4H14N2Si in total (ωB97M-V with the def2-TZVPD basis set).

XYZ file:
```
21
Properties=species:S:1:pos:R:3
C -1.14 1.30 0.57
C -1.61 -1.10 -0.57
C -0.37 -0.65 1.71
C -0.64 -0.13 0.26
N 2.49 0.58 0.33
N 1.12 0.87 -2.09
Si 1.12 0.05 -0.61
H -1.41 1.80 -0.36
H -2.06 1.19 1.02
H -0.48 1.77 1.14
H -2.54 -1.19 0.11
H -0.95 -2.05 -0.69
H -1.80 -0.53 -1.58
H 0.46 -1.43 1.72
H -0.03 0.17 2.23
H -1.15 -1.26 2.23
H 3.00 -0.10 0.84
H 2.99 1.37 0.05
H 0.45 0.77 -2.79
H 1.86 1.41 -2.42
H 0.68 -2.83 -1.10
```

E_tot ... -559.69003 Ha
Net charge ... 0
HOMO energy (spin up / spin down) ... -6.89 / -7.06 eV
Energy relative to the best compared isomer or geometry (same formula, charge and spin) ... 371.38 kJ/mol
Orbital gap (spin up / spin down) ... 7.01 / 7.19 eV

(2)
Entry from OMol25: a cluster of 2 separate species, C5H10O in total (ωB97M-V with the def2-TZVPD basis set).

XYZ file:
```
16
Properties=species:S:1:pos:R:3
C 1.63 0.67 0.45
C 1.69 1.09 -0.79
C 2.22 -0.29 -0.51
H 1.69 0.92 1.49
H 2.00 2.01 -1.24
H 3.29 -0.42 -0.38
H 1.71 -1.19 -0.86
C -2.28 -0.94 0.03
C -0.92 -0.88 0.63
O -0.48 0.46 0.60
H -2.65 -1.96 0.09
H -2.20 -0.61 -1.01
H -2.90 -0.23 0.56
H -0.97 -1.20 1.67
H -0.26 -1.59 0.12
H -0.12 0.73 -0.28
```

E_tot ... -271.59107 Ha
Net charge ... 0
HOMO energy ... -8.62 eV
Energy relative to the best compared isomer or geometry (same formula, charge and spin) ... 424.14 kJ/mol
Orbital gap ... 9.76 eV

(3)
Entry from OMol25: a structure of composition C16H39MgNO9S5 (ωB97M-V with the def2-TZVPD basis set).

XYZ file:
```
71
Properties=species:S:1:pos:R:3
Mg 0.69 -1.37 0.61
C 0.13 -0.12 -1.05
O 0.70 -1.11 -1.37
O -0.69 -0.37 -0.19
O 0.98 0.44 -0.34
C -3.34 1.97 -0.47
C -4.13 2.38 0.63
N -4.82 2.73 1.51
H -2.39 2.48 -0.53
H -3.94 1.98 -1.38
H -3.02 0.95 -0.24
C -0.02 -4.54 -1.52
S -0.80 -4.20 0.13
O 0.05 -3.08 0.73
C -2.26 -3.38 -0.64
H 0.98 -4.96 -1.40
H 0.18 -3.61 -2.06
H -0.62 -5.17 -2.18
H -2.91 -3.08 0.19
H -2.70 -4.16 -1.25
H -2.12 -2.50 -1.26
C 3.68 -0.08 2.90
S 3.97 -1.30 1.49
O 2.57 -1.64 0.92
C 4.52 0.06 0.31
H 2.82 0.59 2.97
H 4.52 0.59 3.07
H 3.59 -0.69 3.80
H 5.25 0.76 0.72
H 3.60 0.50 -0.08
H 4.93 -0.37 -0.61
C 3.19 2.52 -2.49
S 2.38 3.89 -1.51
O 2.68 5.08 -2.40
C 0.68 3.53 -1.78
H 4.27 2.39 -2.41
H 2.82 2.50 -3.51
H 2.74 1.60 -2.12
H 0.20 3.99 -0.92
H 0.54 2.45 -1.71
H 0.25 4.05 -2.64
C -0.63 -2.80 4.34
S -0.59 -1.06 3.62
O 0.39 -1.12 2.47
C -2.22 -1.02 2.76
H 0.37 -3.05 4.69
H -1.04 -3.53 3.63
H -1.38 -2.82 5.13
H -2.48 0.02 2.56
H -2.97 -1.30 3.49
H -2.41 -1.62 1.87
C 0.10 2.67 2.21
S -0.27 3.01 3.97
O 1.12 3.13 4.64
C -1.05 4.66 3.64
H -0.05 3.54 1.57
H -0.73 2.06 1.83
H 1.02 2.16 1.92
H -1.39 5.02 4.61
H -1.89 4.49 2.96
H -0.31 5.22 3.07
C -2.00 -2.89 -4.30
C -1.36 -1.94 -5.20
O -1.74 -1.96 -6.39
C -0.43 -0.88 -4.76
H -3.08 -2.92 -4.17
H -1.55 -2.84 -3.31
H -1.90 -3.94 -4.59
H 0.05 -1.20 -3.83
H -0.95 0.08 -4.73
H 0.26 -0.87 -5.61
```

E_tot ... -3555.43997 Ha
Net charge ... +1
HOMO energy (spin up / spin down) ... -11.03 / -11.03 eV
Spin multiplicity ... 2
Orbital gap (spin up / spin down) ... 6.66 / 5.97 eV
Expectation value of S² ... 0.76

(4)
Entry from OMol25: the molecule C5H7NO (ωB97M-V with the def2-TZVPD basis set).

XYZ file:
```
14
Properties=species:S:1:pos:R:3
C 2.05 0.09 -0.04
C 0.70 -0.53 0.17
O 0.67 -1.51 0.88
C -0.62 -0.03 -0.43
C -1.77 -0.37 0.53
C -0.63 1.39 -0.80
N -0.69 2.50 -1.10
H 2.60 -0.43 -0.83
H 2.48 -0.29 0.90
H 2.09 1.17 -0.24
H -0.74 -0.61 -1.36
H -1.67 0.20 1.46
H -2.74 -0.14 0.08
H -1.72 -1.43 0.78
```

E_tot ... -324.69610 Ha
Net charge ... 0
HOMO energy ... -10.34 eV
Energy relative to the best compared isomer or geometry (same formula, charge and spin) ... 74.47 kJ/mol
Orbital gap ... 10.93 eV